# 1
{"formula": "C14H21ClN8", "method": "ωB97M-V/def2-TZVPD", "smiles": "CN(C)c1nc2nc(N3CCNCC3)nc(N(C)C)c2nc1Cl", "charge": 0, "homo_lumo_gap_ev": 7.40, "energy_ev": -39299.4387, "multiplicity": 1, "symbols": ["Cl", "N", "N", "N", "N", "C", "C", "C", "C", "C", "C", "N", "N", "N", "N", "C", "C", "C", "C", "C", "C", "C", "C", "H", "H", "H", "H", "H", "H", "H", "H", "H", "H", "H", "H", "H", "H", "H", "H", "H", "H", "H", "H", "H"], "coordinates": [[-2.193, -0.264, -4.438], [2.122, 0.580, 0.004], [-0.044, 1.009, 0.664], [-1.858, 0.937, -0.626], [-0.174, 0.046, -2.832], [1.257, 0.763, 0.961], [-1.526, 0.134, -2.880], [-2.396, 0.519, -1.781], [1.749, 0.334, -1.217], [-0.516, 0.833, -0.523], [0.329, 0.352, -1.609], [-3.797, 0.351, -1.790], [2.825, -0.043, -2.029], [0.417, -1.304, 4.027], [1.593, 0.681, 2.311], [-4.569, 1.548, -2.257], [-4.476, -0.395, -0.630], [2.687, -0.057, -3.510], [3.901, -0.847, -1.459], [-0.332, -0.086, 3.832], [1.541, -1.740, 3.193], [0.489, 1.075, 3.254], [2.384, -0.514, 2.725], [-0.178, -2.101, 4.284], [-5.585, 1.566, -1.932], [-4.240, 2.503, -1.784], [-4.314, 1.655, -3.359], [-4.073, -0.075, 0.409], [-5.522, -0.174, -0.627], [-4.542, -1.444, -0.840], [3.675, 0.014, -3.917], [2.046, 0.748, -3.852], [2.339, -0.936, -3.978], [3.510, -1.452, -0.582], [4.279, -1.633, -2.270], [4.777, -0.252, -1.234], [-0.747, 0.202, 4.810], [-1.124, -0.206, 3.055], [1.143, -2.173, 2.243], [2.231, -2.482, 3.728], [1.027, 1.693, 3.991], [-0.191, 1.860, 2.821], [3.093, -0.946, 2.013], [2.987, -0.281, 3.631]], "atomic_forces_ev_per_a": [[-0.222, 0.083, 0.323], [1.907, -0.735, 0.694], [1.589, 0.423, 3.396], [-0.719, -0.782, -2.236], [-2.520, 0.491, 1.301], [-3.416, 0.256, 0.005], [1.622, -0.153, -0.241], [0.778, -0.050, 1.651], [0.646, -0.997, -1.841], [0.782, -0.978, -1.936], [0.274, 1.071, 0.696], [-1.941, -0.053, 0.374], [-1.961, -0.133, -1.158], [0.858, -1.425, 1.210], [-0.699, -0.788, -0.993], [2.629, 0.638, -0.659], [1.606, 1.915, 0.431], [0.452, 0.833, 1.126], [0.052, -2.145, -1.107], [-0.095, 0.296, -1.442], [-0.779, 0.807, -1.082], [1.114, 1.287, 0.547], [0.283, -0.475, 2.086], [0.386, 0.778, -0.217], [-0.869, -0.874, -0.588], [0.487, -0.527, -0.094], [-1.104, -0.029, 1.150], [-0.405, -0.908, -1.764], [-0.617, 0.866, -0.185], [1.001, -0.742, 0.193], [0.708, 0.680, -0.180], [0.186, 0.176, 0.099], [-0.956, -1.482, 0.116], [0.726, 0.938, -0.910], [-1.010, 1.571, 1.531], [0.076, 0.103, 0.512], [-0.132, 0.077, -0.487], [-0.010, -0.139, 0.668], [0.330, -0.351, 0.448], [-1.107, 1.033, -0.700], [-0.101, -0.717, 0.450], [0.729, -1.283, -0.113], [-0.285, 0.928, -0.448], [-0.273, 0.515, -0.624]], "lowdin_charge": [0.665, 0.187, 0.162, 0.216, 0.104, -0.336, -0.611, -0.309, -0.206, -0.303, -0.103, -0.188, -0.149, -0.095, -0.026, -0.073, -0.044, -0.061, -0.073, -0.216, -0.211, -0.153, -0.147, 0.114, 0.059, 0.082, 0.086, 0.105, 0.050, 0.061, 0.071, 0.081, 0.064, 0.090, 0.120, 0.070, 0.115, 0.109, 0.106, 0.133, 0.111, 0.123, 0.101, 0.119]}

---

# 2
{"formula": "C14H21F17N3OP2", "method": "ωB97M-V/def2-TZVPD", "charge": 1, "homo_lumo_gap_ev": 4.05, "energy_ev": -86129.0508, "multiplicity": 1, "symbols": ["F", "C", "F", "F", "C", "F", "F", "C", "F", "F", "C", "F", "F", "C", "F", "F", "C", "F", "F", "C", "F", "F", "C", "F", "F", "P", "H", "H", "H", "O", "P", "N", "C", "C", "N", "C", "C", "N", "C", "C", "H", "H", "H", "H", "H", "H", "H", "H", "H", "H", "H", "H", "H", "H", "H", "H", "H", "H"], "coordinates": [[2.501, -2.793, 2.591], [1.419, -3.056, 1.575], [1.625, -4.456, 1.064], [1.597, -2.071, 0.491], [-0.014, -2.996, 2.367], [-0.191, -4.384, 2.948], [0.008, -2.109, 3.591], [-1.333, -2.773, 1.417], [-2.401, -3.637, 1.982], [-0.983, -3.413, 0.092], [-1.745, -1.235, 1.098], [-1.918, -1.132, -0.402], [-0.574, -0.313, 1.362], [-3.006, -0.617, 1.936], [-2.636, 0.833, 2.190], [-3.130, -1.162, 3.342], [-4.425, -0.515, 1.138], [-5.384, 0.161, 2.092], [-4.385, 0.416, -0.052], [-5.125, -1.884, 0.636], [-6.180, -1.454, -0.363], [-4.276, -2.838, -0.110], [-5.953, -2.747, 1.759], [-7.253, -2.099, 2.178], [-5.158, -3.226, 2.909], [-6.521, -4.368, 0.833], [-5.451, -5.374, 0.807], [-7.016, -4.051, -0.491], [-7.650, -4.862, 1.612], [1.622, 3.472, 0.199], [2.686, 2.485, -0.342], [3.597, 3.702, -1.079], [3.358, 4.358, -2.354], [4.300, 4.601, -0.169], [1.572, 1.699, -1.379], [1.497, 1.821, -2.821], [0.209, 1.541, -0.855], [3.909, 1.351, -0.964], [5.009, 1.581, -1.884], [3.653, -0.072, -0.762], [4.298, 4.772, -2.742], [2.627, 5.162, -2.268], [3.043, 3.680, -3.138], [5.119, 4.059, 0.319], [3.636, 4.987, 0.611], [4.748, 5.465, -0.672], [1.084, 2.788, -3.125], [0.853, 1.043, -3.249], [2.466, 1.663, -3.296], [-0.384, 2.457, -0.992], [0.228, 1.298, 0.213], [-0.317, 0.718, -1.348], [4.660, 1.746, -2.908], [5.698, 0.728, -1.915], [5.636, 2.424, -1.578], [3.207, -0.525, -1.655], [2.972, -0.232, 0.081], [4.573, -0.615, -0.522]], "atomic_forces_ev_per_a": [[-3.916, -0.962, -3.744], [3.583, -0.482, -0.117], [-0.780, 5.359, 1.587], [-0.980, -3.730, 3.848], [-0.433, -1.904, 3.445], [0.645, 4.472, -1.927], [-0.138, -2.700, -4.659], [0.311, -3.022, -1.434], [2.678, 3.247, -1.817], [-1.101, 1.974, 4.287], [2.268, 2.004, -2.131], [-0.158, -0.241, 5.133], [-3.882, -3.808, -0.449], [1.075, 3.717, 2.601], [-1.462, -4.794, -1.057], [0.215, 1.198, -5.192], [-1.893, 3.395, -0.226], [2.994, -2.688, -3.049], [0.411, -3.509, 4.210], [-1.700, 0.293, -2.534], [3.167, -1.673, 3.279], [-2.351, 2.828, 2.571], [-1.064, -0.347, 1.527], [4.709, -2.038, -1.228], [-2.602, 1.981, -3.602], [-0.359, -0.153, 0.549], [-0.991, 1.077, -0.005], [0.530, -0.181, 0.968], [1.036, 0.375, -0.620], [1.290, -1.950, 3.347], [-1.250, 2.517, -6.669], [1.901, 1.483, -0.730], [-0.114, -0.288, -0.099], [-0.047, -0.283, 0.586], [-1.788, -1.330, 0.372], [0.649, -0.563, -0.136], [0.167, 0.449, 0.378], [-0.783, -0.981, 1.915], [1.013, 0.614, 0.586], [-0.026, -0.093, 0.455], [-0.065, 0.075, 0.307], [-0.151, 0.198, -0.121], [-0.197, -0.134, 0.132], [0.052, 0.063, 0.145], [0.027, 0.066, -0.003], [-0.180, -0.305, -0.176], [0.013, 0.080, -0.057], [-0.044, 0.016, 0.264], [0.055, 0.210, 0.064], [-0.019, -0.077, 0.101], [0.062, 0.399, -0.399], [0.257, -0.034, -0.236], [-0.140, 0.128, 0.090], [-0.330, -0.120, 0.177], [-0.273, -0.047, -0.193], [0.015, 0.034, 0.010], [0.089, 0.109, -0.296], [0.003, 0.076, -0.026]], "lowdin_charge": [0.044, -0.128, 0.047, 0.056, -0.061, 0.026, 0.042, -0.088, 0.023, 0.032, -0.057, 0.033, 0.030, -0.061, 0.047, 0.045, -0.080, 0.051, 0.061, -0.155, 0.021, 0.024, -0.330, 0.002, 0.014, 1.180, 0.066, 0.056, 0.055, -0.299, 0.757, -0.377, -0.120, -0.132, -0.325, -0.130, -0.151, -0.298, -0.111, -0.149, 0.087, 0.089, 0.044, 0.074, 0.070, 0.083, 0.086, 0.082, 0.065, 0.087, 0.050, 0.065, 0.079, 0.082, 0.083, 0.086, 0.051, 0.081]}